{
  "formula": "C44H44N5O4P2S2Sn",
  "method": "ωB97M-V with the def2-TZVPD basis set",
  "relative_energy_kj_mol": 99.09,
  "homo_energy_ev": -15.58,
  "energy_ev": -108040.208,
  "charge": 3,
  "fmax_ev_per_a": 2.82,
  "gap_ha": 0.2988,
  "spin_multiplicity": 1,
  "lumo_energy_ev": -7.45,
  "species": ["Sn", "C", "C", "O", "N", "C", "C", "C", "C", "C", "C", "N", "H", "H", "H", "H", "H", "H", "H", "H", "H", "H", "C", "C", "P", "C", "C", "C", "C", "C", "C", "C", "C", "C", "C", "C", "C", "P", "C", "C", "C", "C", "C", "C", "C", "C", "C", "C", "C", "C", "H", "H", "H", "H", "H", "H", "H", "H", "H", "H", "H", "H", "H", "H", "H", "H", "H", "H", "H", "H", "H", "H", "H", "H", "S", "C", "N", "C", "C", "N", "H", "H", "H", "H", "H", "H", "O", "C", "N", "S", "O", "O", "C", "C", "C", "C", "C", "C", "H", "H", "H", "H"],
  "positions_angstrom": [[-1.47623, 1.94534, -0.87787], [-4.85136, 4.97086, 0.77975], [-4.37166, 4.00492, -0.22251], [-3.57278, 3.07854, 0.04002], [-4.85022, 4.09968, -1.50097], [-4.73934, 2.94262, -2.42515], [-3.47140, 3.14003, -3.25888], [-3.57450, 3.34392, -4.62413], [-2.46069, 3.62885, -5.41196], [-1.28420, 3.95004, -4.75778], [-1.24942, 3.80450, -3.35584], [-2.26649, 3.32760, -2.66783], [-5.61652, 4.48614, 1.34849], [-5.30757, 5.86048, 0.31393], [-4.00138, 5.31608, 1.40836], [-5.58765, 4.73944, -1.70151], [-5.62238, 2.91229, -3.09290], [-4.79201, 2.08790, -1.76688], [-4.49456, 3.19944, -5.17841], [-2.59879, 3.61049, -6.49988], [-0.40222, 4.20341, -5.32619], [-0.28466, 3.92312, -2.85829], [0.97471, -2.83069, 5.32694], [2.10957, -1.82122, 5.45748], [2.17451, -1.23384, 3.70989], [2.39139, 0.51859, 3.57907], [2.96964, 1.13180, 4.69491], [3.07921, 2.49578, 4.72028], [2.52438, 3.25151, 3.68684], [1.88960, 2.65187, 2.60741], [1.79401, 1.25576, 2.58417], [3.13903, -2.17998, 2.57312], [3.31677, -3.55630, 2.75309], [4.07271, -4.25211, 1.79790], [4.60399, -3.60139, 0.70877], [4.34682, -2.25692, 0.49415], [3.69821, -1.53109, 1.48766], [0.21782, -2.17966, 3.73040], [-0.16000, -3.30693, 2.40928], [0.19333, -2.92647, 1.09481], [-0.10839, -3.81913, 0.08317], [-0.85854, -4.97244, 0.32093], [-1.29626, -5.23272, 1.61177], [-0.92130, -4.45580, 2.68436], [-0.92480, -0.83932, 4.03882], [-0.94803, -0.29427, 5.29986], [-1.57184, 0.90200, 5.57180], [-2.12194, 1.63312, 4.50504], [-2.01732, 1.07643, 3.22485], [-1.41951, -0.18121, 2.95572], [0.29456, -2.84525, 6.18763], [1.39275, -3.83418, 5.15294], [2.93192, -2.23050, 6.04940], [1.78740, -0.99905, 6.07971], [3.48778, 0.53674, 5.44644], [3.66518, 3.00518, 5.51974], [2.56529, 4.36154, 3.74777], [1.37829, 3.25224, 1.79917], [1.33200, 0.73121, 1.72973], [2.81337, -4.10765, 3.57535], [4.16295, -5.31396, 1.81457], [5.17522, -4.16957, -0.02232], [4.78284, -1.80350, -0.37149], [3.54092, -0.44652, 1.43104], [0.73490, -1.99374, 0.94185], [0.18887, -3.60051, -0.92318], [-1.15876, -5.66012, -0.46761], [-1.91591, -6.10381, 1.83816], [-1.23702, -4.70766, 3.70954], [-0.45354, -0.75875, 6.11098], [-1.59044, 1.30392, 6.55120], [-2.63163, 2.57913, 4.65584], [-2.36601, 1.69339, 2.42466], [-1.38680, -0.55924, 1.91663], [-2.91351, -0.05958, -1.89920], [-2.46945, -0.70202, -3.43893], [-3.40926, -0.83274, -4.38784], [-2.86998, -1.41393, -5.61763], [-1.48334, -1.91325, -5.11706], [-1.34479, -1.25339, -3.84117], [-4.35493, -0.43471, -4.33654], [-2.74828, -0.66625, -6.41402], [-3.46482, -2.25582, -5.96756], [-0.63078, -1.68385, -5.71487], [-1.44193, -2.98368, -4.98841], [-0.53803, -1.37527, -3.18825], [1.30053, -2.71331, -3.09199], [1.59935, -1.58577, -2.66878], [0.92107, -0.89642, -1.70242], [1.33037, 0.67096, -1.73026], [0.24560, 1.51011, -2.30292], [1.67911, 1.15725, -0.45382], [2.61848, 0.55409, -2.84047], [3.50675, 1.53609, -3.26078], [4.41600, 1.14927, -4.25417], [4.46046, -0.16580, -4.72053], [3.55639, -1.13396, -4.26495], [2.64470, -0.73360, -3.36050], [3.50946, 2.58169, -2.88504], [5.09108, 1.90294, -4.61749], [5.32484, -0.42265, -5.35531], [3.69904, -2.18684, -4.55288]]
}